[1]
ORCA calculation (the ωB97M-V functional and the def2-TZVPD basis) on a molecular structure, C18H40P2SiTi in a non-equilibrium geometry.

CARTESIAN COORDINATES (ANGSTROEM)
1 P -0.818773 -1.887489 -3.510258
2 P 0.279655 1.691030 -5.276152
3 C -1.283045 -0.979923 -5.027858
4 C -0.449796 0.057188 -5.822199
5 H -2.306649 -0.645203 -4.822122
6 H -1.361103 -1.874336 -5.665165
7 H 0.348291 -0.483356 -6.352618
8 H -1.156481 0.311219 -6.626163
9 C -0.981001 2.641201 -6.465685
10 H -0.959905 3.729259 -6.297799
11 H -2.016262 2.305613 -6.330544
12 H -0.718325 2.479471 -7.523516
13 C 1.535238 2.700314 -6.296517
14 H 1.309206 2.723150 -7.367795
15 H 2.577407 2.376164 -6.226213
16 H 1.518916 3.739894 -5.948793
17 C -2.298605 -3.085741 -3.049853
18 H -2.112046 -4.016311 -2.494361
19 H -2.422337 -3.355084 -4.106414
20 H -3.216667 -2.587420 -2.644899
21 C 0.518806 -2.934282 -4.237515
22 H 1.400430 -2.327994 -4.532408
23 H 0.029275 -3.370510 -5.124791
24 H 0.836328 -3.727050 -3.539468
25 Ti -1.277403 -1.547617 -1.422242
26 C 0.703299 3.629312 -3.233699
27 C -0.252843 2.781155 -3.861066
28 C -0.707530 1.574048 -2.893922
29 C 0.478723 0.790454 -2.314429
30 C 1.512069 0.323147 -3.253662
31 C 1.964231 1.173674 -4.209904
32 C 2.865047 2.182073 -3.433722
33 C 2.033985 3.283637 -2.749122
34 C 0.623831 -2.419102 -0.929623
35 H 0.412510 4.651948 -3.044500
36 H -1.152411 3.345450 -4.138129
37 H -1.388685 0.864239 -3.385097
38 H -1.297912 1.975624 -2.062010
39 H 0.890452 1.416994 -1.535289
40 H 0.023256 -0.177665 -1.817627
41 H 2.032931 -0.606722 -3.022465
42 H 2.549450 0.727400 -5.035496
43 H 3.638617 2.589696 -4.104342
44 H 3.388788 1.614032 -2.632288
45 H 2.065336 3.075994 -1.656803
46 H 2.638201 4.202649 -2.829549
47 H 1.234012 -1.643011 -0.444238
48 H 1.215633 -3.038344 -1.620797
49 H 0.115659 -3.038165 -0.159297
50 C 0.405204 0.902601 1.044950
51 Si -1.173557 0.246821 0.267867
52 C -1.840865 -1.226960 1.279363
53 C -2.349490 1.692795 0.386525
54 H 1.008477 0.085450 1.461244
55 H 0.024399 1.535658 1.859077
56 H 1.044784 1.517878 0.399430
57 H -1.173674 -1.397001 2.133894
58 H -2.805741 -0.898583 1.652886
59 H -1.991941 -2.194575 0.737723
60 H -2.028624 2.268647 1.266392
61 H -2.389067 2.373283 -0.474211
62 H -3.354603 1.281684 0.551989

Force components x, y, z for each atom (eV/Å):
P 2.53 0.97 -1.18
P 2.33 4.53 -1.44
C -0.46 -0.56 -0.18
C -0.04 -1.22 -0.30
H 0.13 0.24 -0.31
H -0.38 0.51 -0.56
H 0.13 0.10 0.40
H 0.42 0.31 0.20
C -0.75 -0.41 -0.05
H 0.16 -0.34 0.06
H -0.13 0.11 0.03
H -0.19 -0.13 0.30
C 0.67 -0.27 -0.94
H -0.09 0.04 0.19
H -0.21 -0.09 0.20
H -0.31 -0.20 0.15
C 0.44 -0.08 -1.09
H 0.26 0.28 -0.16
H -0.93 -0.31 0.29
H 0.66 -0.15 -0.49
C -0.71 -0.72 -0.09
H -0.80 -0.14 0.29
H 0.63 -0.27 0.04
H -0.17 0.31 -0.42
Ti 0.27 0.54 2.94
C 0.38 0.86 -0.08
C -1.94 -2.54 0.75
C -0.20 0.49 0.23
C 0.12 -0.82 -0.41
C -2.80 -4.57 2.60
C 0.45 0.97 -2.87
C -0.34 0.40 -0.82
C 1.89 0.52 0.60
C -0.83 -0.01 -0.19
H -0.17 0.12 -0.11
H 0.23 -0.23 0.05
H 0.05 0.27 -0.24
H 0.23 0.11 -0.27
H -0.10 -0.37 0.95
H 0.73 1.48 -0.28
H 0.14 0.20 0.48
H -0.02 -0.23 0.46
H -0.23 0.24 0.17
H -0.20 0.21 -0.72
H -0.34 0.10 -0.25
H -0.14 -0.06 0.19
H -0.07 -0.36 -0.01
H -0.10 0.24 0.54
H 0.60 -0.18 0.08
C 0.10 -0.19 0.33
Si 0.00 0.11 -0.48
C 0.16 0.22 0.42
C -0.47 0.16 0.34
H -0.03 0.24 -0.02
H 0.42 -0.10 0.05
H -0.28 -0.18 0.18
H -0.20 -0.33 -0.18
H -0.30 -0.28 0.16
H 0.07 0.34 0.31
H -0.41 0.06 -0.13
H 0.07 -0.27 0.27
H 0.04 0.35 0.03

Net charge   0
Multiplicity   3
<S²>   2.068
Energy above the lowest of the compared OMol25 structures with the same formula, charge and spin   2.922 eV
Energy   -68871.783 eV

Mulliken population analysis, charges in e, atoms 1 to 6: number 1, P, carries 1.951; number 2, P, carries 1.798; number 3, C, carries -1.480; number 4, C, carries -1.287; number 5, H, carries 0.466; number 6, H, carries 0.807

[2]
ORCA calculation (the ωB97M-V functional and the def2-TZVPD basis) on 2 unconnected molecules or ions with the total composition CBr2O2 in a non-equilibrium geometry.

CARTESIAN COORDINATES (ANGSTROEM)
1 C -0.227751 -0.074807 0.058347
2 O -0.797711 0.941286 0.676237
3 O -0.612706 0.907191 -0.750893
4 Br 2.446589 0.047288 0.042827
5 Br -0.808419 -1.820959 -0.026518

Force components x, y, z for each atom (eV/Å):
C 2.35 0.62 -0.59
O -0.09 -0.09 2.64
O 0.31 -0.17 -2.37
Br -2.74 -0.24 0.15
Br 0.18 -0.13 0.16

Net charge   0
Energy above the lowest of the compared OMol25 structures with the same formula, charge and spin   4.311 eV
Energy   -145211.059 eV

Mulliken charges, unit e, in atom order: number 1, C, carries 0.424; number 2, O, carries -0.147; number 3, O, carries -0.130; number 4, Br, carries -0.214; number 5, Br, carries 0.067

[3]
ORCA calculation (the ωB97M-V functional and the def2-TZVPD basis) on 2 unconnected molecules or ions with the total composition C4H5N3 in a non-equilibrium geometry.

CARTESIAN COORDINATES (ANGSTROEM)
1 C 0.970182 -2.427230 1.199174
2 C -0.104249 -1.769094 2.091012
3 C 1.738341 0.730368 -0.953697
4 C -1.634831 0.557189 -0.044111
5 N 0.494056 0.783030 -0.976740
6 N 0.272286 -1.401284 0.865348
7 N -0.395534 -0.084389 -0.636562
8 H 2.363317 0.121415 -0.231124
9 H 2.292453 1.418385 -1.626971
10 H -1.492728 1.097162 0.956195
11 H -2.198185 1.265733 -0.798908
12 H -2.305108 -0.291286 0.156383

Force components x, y, z for each atom (eV/Å):
C 0.46 -0.63 0.09
C 0.34 0.38 -1.15
C 2.77 0.42 0.51
C -0.60 0.26 0.12
N -1.34 -0.83 -0.52
N -1.12 0.83 0.81
N -0.98 1.30 0.65
H -1.04 0.32 -0.88
H -0.46 -0.40 0.65
H 0.22 -0.60 -1.50
H 1.58 -1.40 1.29
H 0.18 0.36 -0.07

Net charge   0
Energy above the lowest of the compared OMol25 structures with the same formula, charge and spin   9.874 eV
Energy   -8689.939 eV

Mulliken population analysis, charges in e, atoms 1 to 6: number 1, C, carries -0.238; number 2, C, carries -0.248; number 3, C, carries -0.225; number 4, C, carries -0.583; number 5, N, carries -0.163; number 6, N, carries 0.145